Record 1
An isolated ion of composition C4H12N3 and charge +1, computed with wB97M-V/def2-TZVPD.

Positions of all 19 atoms, in Å:
1 C 1.781 0.278 0.413
2 C 0.517 0.245 -0.420
3 C -0.796 0.589 0.172
4 C -1.826 -0.503 -0.223
5 N -1.243 -1.810 0.185
6 N -1.454 1.885 -0.086
7 N 2.805 -0.730 0.219
8 H 2.259 1.255 0.188
9 H 1.472 0.266 1.454
10 H 0.709 0.608 -1.427
11 H -0.257 -1.648 -0.091
12 H -2.081 -0.438 -1.292
13 H -2.742 -0.283 0.337
14 H -1.709 -2.542 -0.342
15 H -0.682 0.544 1.251
16 H -1.239 2.260 -1.009
17 H -1.187 2.607 0.584
18 H 2.915 -1.044 -0.736
19 H 2.758 -1.539 0.823

Cartesian forces, eV/Å:
C -0.31 -1.76 0.49
C 1.01 3.94 0.69
C -1.62 -0.79 0.65
C -0.32 -0.39 0.60
N 0.26 1.77 -0.67
N 1.33 0.36 -0.79
N 0.02 -0.12 -0.51
H -0.64 0.15 -0.23
H 0.21 0.12 0.16
H -0.35 -1.09 -0.82
H -0.25 -1.59 0.14
H 0.33 0.19 0.16
H 0.20 -0.14 -0.10
H 0.49 -0.27 0.03
H 0.00 -0.31 0.20
H -0.34 -0.07 0.00
H 0.16 -0.33 -0.09
H 0.16 0.16 -0.02
H -0.34 0.17 0.12

energy above the lowest of the compared OMol25 structures with the same formula, charge and spin	516.3	kJ/mol
charge	+1
spin multiplicity	1
HOMO	-14.105	eV

Results of the Mulliken charge analysis, in e, for atoms 1 through 6: C -0.6541; C -0.1028; C 0.1297; C -0.6619; N -0.4695; N -0.5539



Record 2
C4H12N3 as an isolated structure, computed with wB97M-V/def2-TZVPD.

Positions of all 19 atoms, in Å:
1 C 1.478 -0.867 -0.141
2 C -1.454 -1.881 0.241
3 C -0.373 2.110 -0.453
4 C -1.115 -0.450 -0.131
5 N 2.551 -0.278 0.215
6 N -0.013 0.103 0.576
7 N 0.269 1.351 0.523
8 H 1.628 -1.912 -0.480
9 H -1.946 -2.457 -0.684
10 H -0.648 -2.464 0.538
11 H -2.182 -1.769 0.973
12 H 0.179 3.025 -0.717
13 H -0.389 1.612 -1.417
14 H -1.329 2.243 -0.071
15 H -1.004 -0.303 -1.241
16 H -1.980 0.126 0.212
17 H 3.501 -0.765 0.287
18 H 2.388 0.763 0.453
19 H 0.438 1.813 1.316

Cartesian forces, eV/Å:
C -0.35 0.21 1.04
C -1.26 -0.23 -3.77
C 1.22 1.71 -2.60
C -1.12 0.24 -2.13
N 0.34 0.77 0.14
N 2.98 -3.74 0.86
N 0.55 -1.37 -3.39
H -0.63 0.44 0.28
H 1.01 1.43 2.01
H 1.49 -0.97 0.77
H -1.16 -0.65 1.57
H -0.44 0.00 0.74
H -0.21 -0.34 0.07
H -2.13 1.07 -0.14
H -0.36 -0.18 1.03
H 0.06 0.33 -0.34
H -1.66 1.33 -0.32
H 0.73 -1.62 -0.02
H 0.95 1.55 4.19

energy above the lowest of the compared OMol25 structures with the same formula, charge and spin	561.1	kJ/mol
charge	+1
spin multiplicity	1
HOMO	-13.479	eV

Results of the Mulliken charge analysis, in e, for atoms 1 through 6: C -0.0927; C -1.0885; C -0.9043; C -0.4689; N -0.1915; N -0.0557



Record 3
A 3-piece molecular cluster, C4H12N3 overall, computed with wB97M-V/def2-TZVPD.

Positions of all 19 atoms, in Å:
1 C -3.720 -2.249 -5.113
2 C -2.847 -1.072 -5.032
3 C -1.506 -1.212 -4.530
4 N 2.478 -1.995 -3.243
5 C 3.727 -2.054 -2.784
6 N -0.666 -0.257 -4.468
7 N -3.451 -3.045 -6.338
8 H -3.503 -2.923 -4.264
9 H 7.349 15.326 38.154
10 H -4.761 -1.934 -5.069
11 H -3.219 -0.083 -5.292
12 H -1.285 -2.213 -4.116
13 H 6.660 15.169 37.953
14 H -2.526 -2.855 -6.706
15 H 4.524 -1.498 -3.273
16 H 0.246 -0.589 -4.127
17 H 3.955 -2.629 -1.880
18 H -4.172 -2.894 -7.038
19 H 2.717 -0.994 -2.833

Cartesian forces, eV/Å:
C -0.17 -0.86 1.17
C 0.10 0.32 -0.10
C 0.12 -1.55 0.80
N 1.86 0.95 2.12
C -1.98 -1.13 -0.21
N -0.24 0.50 -0.69
N 0.05 1.02 0.06
H -0.16 0.42 -0.10
H 0.25 0.06 0.07
H 0.00 -0.14 -0.12
H 0.20 0.00 -0.36
H 0.09 0.23 -0.38
H -0.25 -0.06 -0.07
H -0.01 -0.30 -0.32
H 0.32 0.63 0.41
H -0.05 0.03 0.22
H 0.53 -0.79 -0.51
H 0.31 0.16 -0.12
H -0.94 0.50 -1.85

energy above the lowest of the compared OMol25 structures with the same formula, charge and spin	911.4	kJ/mol
charge	+1
spin multiplicity	1
HOMO	-11.560	eV

Results of the Mulliken charge analysis, in e, for atoms 1 through 6: C -0.5386; C -0.0300; C 0.0144; N -0.5118; C -0.3201; N -0.4140



Record 4
C4H12N3 as an isolated structure, computed with wB97M-V/def2-TZVPD.

Positions of all 19 atoms, in Å:
1 C 0.439 -1.262 -0.277
2 C 1.267 0.010 -0.327
3 C -0.983 -0.656 -0.244
4 C 2.207 0.412 0.608
5 N -0.524 0.658 0.139
6 N -1.862 -1.074 0.718
7 N -1.222 1.727 -0.617
8 H 0.651 -1.916 -1.131
9 H 0.798 -1.932 0.649
10 H 1.308 0.556 -1.355
11 H -1.523 -0.800 -1.119
12 H 2.896 1.188 0.386
13 H 2.899 -0.436 0.881
14 H 1.846 0.739 1.512
15 H -2.178 -2.055 0.569
16 H -1.764 -0.966 1.771
17 H -0.755 2.611 -0.485
18 H -2.164 1.766 -0.126
19 H -1.336 1.430 -1.550

Cartesian forces, eV/Å:
C 2.13 -2.16 1.15
C -5.46 1.88 -3.97
C 2.66 -0.32 2.22
C 4.19 -1.03 1.47
N 2.68 1.36 -0.57
N -3.28 -2.65 3.38
N -1.36 -1.30 2.98
H -0.15 0.19 0.00
H -1.30 1.64 -1.71
H 0.24 -1.47 1.57
H -0.42 0.18 -2.45
H 0.39 0.85 -1.11
H -0.76 0.36 -0.25
H -1.51 0.30 2.35
H 0.03 1.14 0.05
H 0.78 0.22 -2.20
H 0.28 0.35 -0.19
H 1.08 0.24 -0.98
H -0.23 0.21 -1.74

energy above the lowest of the compared OMol25 structures with the same formula, charge and spin	516.4	kJ/mol
charge	+1
spin multiplicity	1
HOMO	-13.013	eV

Results of the Mulliken charge analysis, in e, for atoms 1 through 6: C -0.7285; C 0.5251; C -0.0513; C -1.4613; N -0.5250; N -0.6371



Record 5
An isolated ion of composition C4H12N3 and charge +1, computed with wB97M-V/def2-TZVPD.

Positions of all 19 atoms, in Å:
1 C 1.161 0.924 1.461
2 C 0.059 0.278 0.661
3 C -0.811 1.429 -0.050
4 N -0.926 -0.582 1.284
5 N 0.667 -0.635 -0.385
6 C -0.096 -1.300 -1.103
7 N 0.088 -1.637 -2.323
8 H 1.855 0.302 1.920
9 H 1.650 1.623 0.797
10 H 0.641 1.486 2.238
11 H -1.510 0.852 -0.558
12 H -0.081 1.819 -0.803
13 H -1.127 2.224 0.572
14 H -1.737 -0.071 1.682
15 H -0.752 -1.412 1.690
16 H 1.584 -0.344 -0.689
17 H -0.994 -1.682 -0.617
18 H -0.604 -2.083 -2.937
19 H 0.933 -1.192 -2.840

Cartesian forces, eV/Å:
C -1.65 1.09 -0.39
C -1.74 -0.37 0.62
C 4.38 -1.55 -0.74
N -2.08 4.56 -1.01
N 2.67 3.50 2.50
C -3.60 -2.76 -0.92
N 2.67 0.64 -4.04
H 1.19 -1.42 0.71
H 0.39 0.32 0.02
H 0.26 0.14 0.00
H -1.95 -0.28 -0.88
H -0.84 0.19 0.41
H -0.52 0.42 0.75
H 1.07 -0.78 -0.37
H 1.33 -3.06 2.00
H 0.14 0.06 -0.36
H -0.15 0.48 -0.15
H 0.45 0.10 0.86
H -2.04 -1.27 1.01

SMILES	CC(C)(N)/[NH+]=C/N
energy above the lowest of the compared OMol25 structures with the same formula, charge and spin	160.8	kJ/mol
charge	+1
spin multiplicity	1
HOMO	-13.570	eV

Results of the Mulliken charge analysis, in e, for atoms 1 through 6: C -1.6545; C 1.0208; C -1.4847; N -0.5488; N -0.2493; C 0.0315



Record 6
C4H12N3O as an isolated structure, computed with wB97M-V/def2-TZVPD.

Positions of all 20 atoms, in Å:
1 C 0.987 1.784 0.331
2 C 0.487 -2.396 0.269
3 C -2.192 0.360 -0.783
4 C 0.307 -0.035 -0.254
5 N 2.224 1.934 -0.039
6 N 0.975 -1.030 0.428
7 N -1.128 0.261 0.230
8 O 0.139 2.406 0.888
9 H -0.471 -2.571 0.778
10 H 0.364 -2.618 -0.789
11 H 1.221 -3.079 0.686
12 H -3.113 0.708 -0.316
13 H -1.902 1.077 -1.548
14 H -2.374 -0.607 -1.246
15 H 0.316 -0.122 -1.334
16 H 2.710 1.182 -0.503
17 H 2.738 2.789 0.145
18 H 1.151 -0.822 1.404
19 H -1.050 1.205 0.708
20 H -1.390 -0.424 0.945

Cartesian forces, eV/Å:
C -1.59 -4.08 -1.57
C -0.04 -0.14 -0.01
C -0.43 -0.04 -0.49
C 0.35 3.61 1.42
N 0.96 0.63 0.00
N 0.20 -0.25 0.39
N 0.17 0.08 0.35
O 0.11 0.77 0.32
H 0.04 -0.04 -0.07
H 0.03 -0.04 -0.06
H -0.02 -0.08 -0.03
H 0.09 -0.01 0.04
H 0.09 0.00 0.05
H 0.10 -0.01 0.03
H -0.16 -0.08 -0.08
H -0.13 0.01 0.07
H -0.12 -0.06 0.07
H 0.12 0.12 -0.15
H 0.10 -0.50 -0.12
H 0.11 0.12 -0.16

energy above the lowest of the compared OMol25 structures with the same formula, charge and spin	174.6	kJ/mol
charge	+1
spin multiplicity	1
HOMO	-13.518	eV

Results of the Mulliken charge analysis, in e, for atoms 1 through 6: C 0.7513; C -0.8600; C -0.9425; C -0.7964; N -0.2782; N -0.2911